Arrangement a

# C7H17N

The molecule C7H17N (the ωB97M-V functional and the def2-TZVPD basis, the OMol25 dataset).

```
25
Properties=species:S:1:pos:R:3:nbo_charge:R:1
C -0.3518 2.2139 -3.1039 -0.63
C -0.4795 1.9893 -1.6446 -0.39
C 0.7803 1.0314 -1.1277 -0.23
N 0.0154 0.0867 -0.3700 -0.67
C 0.3844 -0.4101 0.9672 -0.04
C -0.6733 0.0550 1.9679 -0.67
C 0.1132 -1.9791 0.9779 -0.42
C 0.5405 -2.6392 2.3628 -0.61
H -0.5524 3.2745 -3.3795 0.20
H 0.5312 1.9728 -3.5578 0.20
H -1.0715 1.5965 -3.6305 0.20
H -0.5241 2.9278 -1.0586 0.20
H -1.4531 1.3254 -1.5016 0.21
H 1.6426 1.6801 -0.8064 0.21
H 1.2309 0.3530 -1.8807 0.18
H -0.2504 -0.7522 -0.9175 0.37
H 1.4859 -0.0888 1.2209 0.18
H -0.9034 -0.8605 2.6646 0.21
H -1.4786 0.3669 1.2563 0.24
H -0.5839 1.0796 2.3679 0.22
H 0.6900 -2.5263 0.2250 0.21
H -0.9710 -2.0315 0.9748 0.21
H -0.2424 -3.4752 2.4693 0.20
H 0.5703 -2.1371 3.2316 0.20
H 1.5507 -3.0529 2.2924 0.21
```

* LUMO level: 0.0412 hartree
* HOMO energy: -7.935 eV
* 2S+1: 1
* Kohn-Sham gap: 9.06 eV



Arrangement b

# C7H17N

A cluster of 3 separate species, C7H17N in total (the ωB97M-V functional and the def2-TZVPD basis, the OMol25 dataset).

```
25
Properties=species:S:1:pos:R:3:nbo_charge:R:1
C -0.8099 0.0805 1.0159 -0.03
C 0.8557 -0.6748 -0.8747 0.16
C 0.0606 0.4530 -0.9870 -0.35
C -2.0772 0.8790 0.8240 -0.64
C -1.0926 -1.3691 1.3323 -0.66
C 0.1380 0.7219 1.9951 -0.66
C 1.2622 0.2927 -3.0210 -0.81
N 2.0326 -0.7338 -0.2242 -0.79
H 0.4186 -1.6351 -1.1258 0.21
H 2.4570 -1.6235 -0.0281 0.40
H 2.6281 0.0760 -0.1584 0.40
H 0.4551 1.4310 -0.7564 0.21
H -0.8729 0.3691 -1.5145 0.23
H 1.0789 0.1708 2.0774 0.21
H 0.3654 1.7566 1.7189 0.20
H -2.7309 0.4291 0.0708 0.20
H -1.8684 1.9077 0.5162 0.20
H -2.6617 0.9368 1.7573 0.19
H -0.1755 -1.9470 1.4792 0.20
H -1.6740 -1.4725 2.2648 0.20
H -1.6797 -1.8505 0.5439 0.20
H -0.2873 0.7567 3.0125 0.19
H 0.5533 0.8856 -3.5948 0.18
H 1.4361 -0.6698 -3.5000 0.18
H 2.1884 0.8294 -2.8232 0.17
```

* LUMO level (spin up / spin down): 0.0274 / 0.0270 hartree
* HOMO energy (spin up / spin down): -5.639 / -5.977 eV
* 2S+1: 1
* Kohn-Sham gap (spin up / spin down): 6.39 / 6.71 eV



Arrangement c

# C7H17N

The molecule C7H17N (the ωB97M-V functional and the def2-TZVPD basis, the OMol25 dataset).

```
25
Properties=species:S:1:pos:R:3:nbo_charge:R:1
C 2.4985 1.2342 -2.5913 -0.60
C 1.1976 1.9493 -2.2333 -0.40
C 0.1219 0.9887 -1.7755 -0.41
C 0.3188 0.5783 -0.3132 -0.20
N -0.3236 -0.6737 0.0384 -0.62
C -0.4355 -0.8473 1.4728 -0.20
C -1.4164 -1.9706 1.8668 -0.40
C -2.0971 -1.6583 3.1874 -0.60
H 3.3323 1.9397 -2.5662 0.21
H 2.7085 0.4147 -1.9077 0.20
H 2.4681 0.8753 -3.6167 0.20
H 1.4342 2.6323 -1.4231 0.19
H 0.8596 2.5589 -3.0694 0.21
H -0.9121 1.3440 -1.8577 0.20
H 0.1149 0.0492 -2.3345 0.20
H 1.3925 0.4231 -0.1880 0.18
H 0.0479 1.4335 0.3245 0.16
H -1.2311 -0.7699 -0.3997 0.35
H 0.5394 -1.0314 1.9176 0.18
H -0.8228 0.0561 1.9360 0.15
H -2.2030 -2.0001 1.1034 0.19
H -0.8777 -2.9161 1.8256 0.21
H -1.3698 -1.4503 3.9726 0.20
H -2.6148 -0.6972 3.1049 0.20
H -2.7303 -2.4625 3.5264 0.21
```

* LUMO level: 0.0435 hartree
* HOMO energy: -8.721 eV
* 2S+1: 1
* Kohn-Sham gap: 9.91 eV



Stability order, top to bottom: arrangement c, arrangement a, arrangement b



Arrangement a

# C7H17N

The molecule C7H17N (the ωB97M-V functional and the def2-TZVPD basis, the OMol25 dataset).

```
25
Properties=species:S:1:pos:R:3:nbo_charge:R:1
C -1.8807 2.2703 -1.2124 -0.61
C -1.5013 0.9854 -1.9684 -0.40
C -1.6668 -0.2574 -1.0910 -0.21
N -0.9463 -0.1134 0.1642 -0.66
C 0.4961 -0.2445 0.0136 -0.20
C 1.1727 -1.1591 1.0522 -0.24
C 2.6116 -1.3802 0.6137 -0.61
C 1.0511 -0.5399 2.4267 -0.61
H -1.7283 3.1484 -1.8618 0.20
H -1.1037 2.4259 -0.4669 0.22
H -2.9320 2.2974 -0.9492 0.21
H -2.0962 0.9152 -2.8867 0.20
H -0.4606 1.0373 -2.3049 0.19
H -2.7522 -0.3627 -0.9841 0.19
H -1.3587 -1.1658 -1.6266 0.16
H -1.3366 -0.6365 0.9340 0.37
H 0.9263 0.7633 0.1505 0.17
H 0.7432 -0.6008 -0.9947 0.18
H 0.5927 -2.0813 0.9049 0.20
H 3.1334 -2.1221 1.2287 0.21
H 3.2894 -0.5376 0.8285 0.21
H 2.7432 -1.5756 -0.4480 0.21
H 0.0325 -0.2493 2.6912 0.21
H 1.3460 -1.2025 3.2489 0.21
H 1.6251 0.3857 2.5377 0.21
```

* LUMO level: 0.0418 hartree
* HOMO energy: -8.431 eV
* 2S+1: 1
* Kohn-Sham gap: 9.57 eV



Arrangement b

# C7H17N

A cluster of 3 separate species, C7H17N in total (the ωB97M-V functional and the def2-TZVPD basis, the OMol25 dataset).

```
25
Properties=species:S:1:pos:R:3:nbo_charge:R:1
C -0.1740 0.5859 0.5752 0.06
C 0.1976 0.1202 -0.6965 -0.01
C 2.0268 0.1609 0.3686 -0.46
C -3.0758 -0.1964 -0.1649 -0.41
C -0.4915 -0.3133 1.7338 -0.66
C 0.5102 0.9866 -1.8828 -0.65
C 2.5358 -1.2623 0.3019 -0.64
N -1.9044 0.5807 -0.4942 -0.84
H -2.1483 1.4606 -0.9424 0.34
H -0.0540 1.6442 0.7809 0.22
H 0.1021 -0.9439 -0.8750 0.22
H 2.5474 0.8453 -0.2968 0.19
H 2.0915 0.5705 1.3755 0.19
H -2.7713 -1.1835 0.2023 0.17
H -3.6935 0.2507 0.6361 0.15
H -3.7336 -0.3783 -1.0295 0.18
H -1.4118 0.0200 2.2113 0.24
H 0.2983 -0.2912 2.4875 0.22
H -0.6352 -1.3439 1.4126 0.22
H -0.2465 0.8418 -2.6510 0.24
H 1.4794 0.7245 -2.3133 0.22
H 0.5327 2.0416 -1.6060 0.21
H 2.5312 -1.6470 -0.7203 0.20
H 1.9235 -1.9309 0.9124 0.20
H 3.5635 -1.3430 0.6746 0.21
```

* LUMO level: 0.0398 hartree
* HOMO energy: -7.168 eV
* 2S+1: 1
* Kohn-Sham gap: 8.25 eV



Stability order, top to bottom: arrangement a, arrangement b



Arrangement a

# C6H8N2O2

A cluster of 2 separate species, C6H8N2O2 in total (the ωB97M-V functional and the def2-TZVPD basis, the OMol25 dataset).

```
18
Properties=species:S:1:pos:R:3:nbo_charge:R:1
O -3.5983 -1.4599 0.6946 -0.60
C -2.7398 -0.6606 0.2233 0.61
C -2.8414 0.7366 0.2225 -0.40
C -1.8307 1.4764 -0.0833 0.09
N -0.6227 0.9781 -0.3124 -0.61
C -0.4893 -0.3596 -0.4749 0.77
O 0.5242 -0.7798 -1.0836 -0.63
N -1.6627 -1.2114 -0.4098 -0.63
H -3.7434 1.2520 0.3657 0.25
H -1.9627 2.6133 -0.3339 0.22
H 0.3275 1.5137 -0.4639 0.46
H -1.7148 -2.3250 -0.7129 0.48
C 3.8052 -0.2832 0.8290 -0.39
C 2.9179 -0.4139 -0.0658 -0.37
H 3.7072 0.3681 1.7276 0.18
H 4.7965 -0.7595 0.8584 0.18
H 2.1604 0.3242 0.0851 0.17
H 2.9671 -1.0094 -1.0657 0.23
```

* LUMO level: 0.0085 hartree
* HOMO energy: -9.613 eV
* 2S+1: 1
* Kohn-Sham gap: 9.84 eV



Arrangement b

# C6H8N2O2

A structure of composition C6H8N2O2 (the ωB97M-V functional and the def2-TZVPD basis, the OMol25 dataset).

```
18
Properties=species:S:1:pos:R:3:nbo_charge:R:1
C -1.3236 -1.7161 0.0467 -0.64
C -0.2758 -0.8095 -0.5347 -0.03
N -0.5757 0.5604 -1.0545 -0.44
C -1.5026 1.1777 -0.1451 0.69
O -2.5703 1.6554 -0.3946 -0.50
C -0.6120 1.0700 1.0844 -0.53
C 0.3423 0.3497 0.1350 0.01
C 1.7729 0.7502 0.0165 0.58
N 2.4884 0.5002 -1.0524 -0.77
H -1.8604 -1.2839 0.8994 0.22
H -2.0610 -1.9708 -0.7259 0.24
H -0.8392 -2.6429 0.3808 0.23
H 0.3929 -1.3120 -1.2378 0.23
H -0.2512 2.0556 1.4029 0.26
H -1.0029 0.5227 1.9504 0.24
O 2.5208 0.3890 1.0228 -0.67
H 1.9529 0.6031 -1.9104 0.37
H 3.4046 0.1012 0.1165 0.51
```

* LUMO level: 0.0053 hartree
* HOMO energy: -10.072 eV
* 2S+1: 1
* Kohn-Sham gap: 10.22 eV



Arrangement c

# C6H8N2O2

A structure of composition C6H8N2O2 (the ωB97M-V functional and the def2-TZVPD basis, the OMol25 dataset).

```
18
Properties=species:S:1:pos:R:3:nbo_charge:R:1
C -2.4073 1.2239 -0.8696 0.69
C -2.8509 -0.4038 0.2895 0.67
C -3.6916 0.8579 -0.0728 -0.64
C 0.9780 -0.4124 0.9182 -0.30
C 1.3845 -1.7833 1.1052 -0.29
C 1.4311 -1.1882 -0.4065 -0.10
N -1.8905 0.0100 -0.5398 -0.71
N 0.3818 -1.4460 -1.2249 -0.26
O -2.0203 2.2129 -1.4140 -0.58
O -3.0492 -1.2702 1.1103 -0.62
H -3.9753 1.4451 0.8197 0.22
H -4.7340 0.7788 -0.5370 0.23
H -0.0195 -0.1135 1.0030 0.28
H 1.8097 0.3113 1.1213 0.25
H 2.3608 -1.9411 1.3984 0.23
H 0.7869 -2.6843 1.3662 0.27
H 2.3117 -0.8518 -0.9645 0.24
H -0.6155 -1.1922 -0.8712 0.41
```

* LUMO level (spin up / spin down): -0.1069 / -0.1214 hartree
* HOMO energy (spin up / spin down): -8.691 / -8.579 eV
* 2S+1: 1
* Kohn-Sham gap (spin up / spin down): 5.78 / 5.28 eV



Arrangement d

# C6H8N2O2

A cluster of 2 separate species, C6H8N2O2 in total (the ωB97M-V functional and the def2-TZVPD basis, the OMol25 dataset).

```
18
Properties=species:S:1:pos:R:3:nbo_charge:R:1
N -0.7956 -0.2307 -1.0535 -0.34
C -0.5509 0.6567 -0.3515 0.32
C -0.1908 1.8019 0.4880 -0.42
C -0.8220 3.1441 0.0753 -0.44
C 0.3482 4.0910 0.0195 0.31
N 0.1564 5.3787 -0.2363 -0.76
C 1.5512 3.4551 0.2506 -0.45
C 1.3382 2.0730 0.4971 0.55
O 2.1617 1.1863 0.7236 -0.56
H -0.4690 1.5411 1.5211 0.27
H -1.5679 3.4929 0.8014 0.23
H -1.3112 3.0999 -0.9073 0.24
H -0.7700 5.7506 -0.3897 0.40
H 0.9352 6.0149 -0.3394 0.41
H 2.5328 3.9212 0.1889 0.24
O -2.6547 -2.4416 0.3214 -0.95
H -2.1013 -2.0352 1.0181 0.47
H -2.1976 -2.2678 -0.5164 0.49
```

* LUMO level: 0.0095 hartree
* HOMO energy: -9.286 eV
* 2S+1: 1
* Kohn-Sham gap: 9.55 eV



Stability order, top to bottom: arrangement d, arrangement a, arrangement b, arrangement c